1.
102
Properties=species:S:1:pos:R:3:forces:R:3:lowdin_charge:R:1 method="wB97M-V/def2-TZVPD" e_lumo_ev=-2.98 charge=+1 e_homo_ev=-10.0
Pd 0.800 0.264 1.522 0.1 0.1 -0.2 0.597
C 3.427 0.253 -0.382 0.0 -0.1 0.0 -0.080
N 2.815 -0.422 0.776 0.0 0.0 0.1 -0.326
C 2.953 -1.877 0.612 -0.1 -0.1 0.0 -0.070
C 3.580 0.030 1.969 0.0 0.0 -0.1 -0.209
C 3.050 -0.534 3.267 -0.1 -0.1 0.0 -0.236
N 1.596 -0.524 3.208 0.1 0.1 0.2 -0.136
C 0.867 -1.032 4.250 0.0 0.0 -0.1 -0.223
C -0.429 -1.539 4.039 0.0 0.0 0.0 -0.183
F -0.943 -1.547 2.787 0.0 -0.1 0.1 0.032
C -1.217 -2.039 5.053 0.0 0.0 0.0 -0.227
F -2.442 -2.483 4.741 0.0 0.0 0.0 0.098
C -0.772 -2.104 6.359 0.0 0.0 0.0 0.076
C 0.497 -1.624 6.596 0.1 0.0 0.1 -0.215
F 0.984 -1.622 7.841 0.0 0.0 0.0 0.108
C 1.285 -1.091 5.591 0.1 0.0 0.1 -0.161
F 2.468 -0.556 5.955 0.0 0.0 0.0 0.083
H 4.509 0.077 -0.384 0.0 0.0 0.0 0.103
H 3.247 1.326 -0.322 0.0 0.0 0.0 0.091
H 3.030 -0.139 -1.314 0.0 0.0 0.0 0.057
H 4.011 -2.153 0.529 0.0 0.0 0.0 0.106
H 2.442 -2.194 -0.297 0.0 0.0 0.0 0.074
H 2.514 -2.387 1.468 0.0 0.0 0.0 0.085
H 3.512 1.121 1.985 0.0 0.0 0.0 0.110
H 4.636 -0.238 1.841 0.0 0.0 0.0 0.132
H 3.473 0.069 4.074 0.0 0.0 0.0 0.109
H 3.416 -1.557 3.419 0.0 0.0 0.0 0.127
H -1.388 -2.499 7.153 0.0 0.0 0.0 0.141
C 0.544 0.669 -1.975 -0.1 0.0 -0.1 -0.410
C -0.255 0.592 -3.272 0.1 0.1 0.1 -0.431
As 0.984 0.285 -4.791 0.0 0.0 0.0 1.309
C 1.730 -1.372 -4.058 0.0 0.0 0.0 -0.434
C 0.923 -2.421 -3.622 0.0 0.0 0.0 -0.105
C 1.491 -3.559 -3.066 0.0 0.0 0.0 -0.079
C 2.873 -3.664 -2.952 0.0 0.0 0.0 -0.089
C 3.684 -2.627 -3.388 0.0 0.0 0.0 -0.088
C 3.112 -1.482 -3.934 0.0 0.0 0.0 -0.137
C -0.301 -0.522 -6.013 0.0 0.0 0.0 -0.429
C 0.169 -1.415 -6.973 0.0 0.0 0.0 -0.121
C -0.702 -1.979 -7.893 0.0 0.0 0.0 -0.078
C -2.051 -1.648 -7.870 0.0 0.0 0.0 -0.084
C -2.523 -0.751 -6.925 0.0 0.0 0.0 -0.084
C -1.652 -0.190 -5.998 0.0 0.0 0.0 -0.119
P -0.415 0.515 -0.427 0.0 0.0 -0.1 0.960
C -1.271 -1.076 -0.644 0.0 0.0 0.0 -0.347
C -0.688 -2.224 -0.114 0.0 0.0 0.0 -0.112
C -1.253 -3.471 -0.339 0.0 0.0 0.0 -0.066
C -2.414 -3.580 -1.089 0.0 0.0 0.0 -0.060
C -3.008 -2.439 -1.615 0.0 0.0 0.0 -0.057
C -2.442 -1.195 -1.395 0.0 0.0 -0.1 -0.099
C -1.724 1.763 -0.563 0.0 0.1 0.1 -0.376
C -2.944 1.563 0.082 0.0 0.0 0.0 -0.124
C -3.910 2.558 0.086 0.0 0.0 0.0 -0.070
C -3.666 3.765 -0.558 0.0 0.0 0.0 -0.060
C -2.461 3.966 -1.218 0.0 0.0 0.0 -0.060
C -1.494 2.970 -1.219 0.0 0.0 0.0 -0.113
H 1.175 1.561 -1.933 0.0 0.0 0.0 0.081
H 1.213 -0.190 -1.930 0.0 0.0 0.0 0.034
H -0.821 1.507 -3.447 0.0 0.0 0.0 0.058
H -0.956 -0.240 -3.240 0.0 0.0 0.0 0.042
H -0.155 -2.359 -3.729 0.0 0.0 0.0 0.107
H 0.856 -4.371 -2.736 0.0 0.0 0.0 0.104
H 3.315 -4.559 -2.534 0.0 0.0 0.0 0.107
H 4.761 -2.710 -3.314 0.0 0.0 0.0 0.106
H 3.749 -0.677 -4.283 0.0 0.0 0.0 0.094
H 1.219 -1.683 -7.002 0.0 0.0 0.0 0.102
H -0.328 -2.677 -8.631 0.0 0.0 0.0 0.107
H -2.729 -2.084 -8.591 0.0 0.0 0.0 0.105
H -3.572 -0.484 -6.906 0.0 0.0 0.0 0.104
H -2.040 0.510 -5.269 0.0 0.0 0.0 0.089
H 0.208 -2.156 0.491 0.0 0.0 0.0 0.067
H -0.792 -4.353 0.084 0.0 0.0 0.0 0.114
H -2.863 -4.550 -1.256 0.0 0.0 0.0 0.112
H -3.917 -2.519 -2.198 0.0 0.0 0.0 0.112
H -2.916 -0.315 -1.812 0.0 0.0 0.0 0.109
H -3.150 0.616 0.565 0.0 0.0 0.0 0.103
H -4.855 2.389 0.585 0.0 0.0 0.0 0.117
H -4.418 4.543 -0.554 0.0 0.0 0.0 0.113
H -2.271 4.899 -1.731 0.0 0.0 0.0 0.115
H -0.555 3.153 -1.726 0.0 0.0 0.0 0.106
C 0.647 3.883 1.156 0.0 0.0 0.0 -0.158
C -0.598 3.541 1.965 -0.1 0.0 0.1 -0.379
As -0.516 1.778 2.796 0.1 0.0 0.1 1.213
C -2.322 1.329 3.370 0.0 -0.1 -0.1 -0.378
C -3.171 2.552 3.693 0.0 0.0 0.0 -0.140
C 0.308 2.160 4.519 0.0 0.1 0.0 -0.370
C 1.677 2.816 4.447 0.1 0.0 0.0 -0.136
H 0.516 4.842 0.652 0.0 0.0 0.0 0.084
H 0.842 3.129 0.391 0.0 0.0 0.0 0.027
H 1.538 3.952 1.779 0.0 0.0 0.0 0.058
H -1.491 3.571 1.344 0.0 0.0 0.0 0.038
H -0.751 4.250 2.781 0.0 0.0 0.0 0.085
H -2.176 0.695 4.247 0.0 0.0 0.0 0.069
H -2.781 0.705 2.605 0.0 0.0 0.1 0.048
H -2.702 3.190 4.443 0.0 0.0 0.0 0.070
H -4.138 2.242 4.090 0.0 0.0 0.0 0.083
H -3.354 3.157 2.804 0.0 0.0 0.0 0.053
H 0.360 1.212 5.047 0.0 0.0 0.1 0.050
H -0.406 2.789 5.056 0.0 0.0 0.0 0.079
H 2.377 2.214 3.865 0.0 0.0 0.0 0.049
H 2.093 2.920 5.450 0.0 0.0 0.0 0.085
H 1.634 3.813 4.007 0.0 0.0 0.0 0.062

=====

2.
106
Properties=species:S:1:pos:R:3:forces:R:3:lowdin_charge:R:1 method="wB97M-V/def2-TZVPD" e_lumo_ev=-11.42 charge=+4 e_homo_ev=-19.1 e_above_lowest_kcal_mol=0.0
Sn 0.532 0.457 -2.903 -0.2 -0.3 0.3 0.876
C 2.783 3.670 0.360 0.0 0.0 0.0 -0.026
C 1.646 2.915 0.973 0.0 0.0 0.1 -0.224
C 1.071 3.308 2.162 0.1 0.1 0.0 0.129
C 0.039 2.567 2.763 -0.1 -0.1 0.0 -0.140
N -0.418 1.474 2.170 0.0 0.1 0.0 0.220
N 0.138 1.083 1.031 0.0 0.1 -0.1 0.052
B -0.476 -0.203 0.474 -0.1 0.0 0.1 -0.638
N -1.678 -0.025 -0.426 -0.1 0.1 -0.1 0.112
N -1.963 -0.503 0.791 0.1 0.0 0.0 0.261
C -3.153 -0.960 1.125 0.1 0.0 0.1 -0.064
C -4.147 -0.777 0.124 0.0 0.0 0.0 0.140
C -3.890 -0.242 -1.114 0.0 0.0 0.0 -0.176
C -4.946 -0.079 -2.151 0.0 0.0 0.0 -0.013
C -2.530 0.123 -1.414 0.1 0.0 0.0 -0.586
S -2.021 0.735 -2.929 -0.1 0.0 -0.2 0.808
C -3.350 -1.662 2.448 0.0 0.0 0.0 -0.516
C -4.823 -2.005 2.672 0.0 0.0 0.0 -0.026
C -2.833 -0.775 3.585 0.0 0.0 0.0 -0.017
C -2.515 -2.957 2.372 0.0 0.0 0.0 -0.003
N 0.435 -1.404 0.392 0.1 0.1 0.0 0.026
N 0.970 -1.538 1.613 0.0 0.0 0.0 0.207
C 1.676 -2.613 1.881 0.0 0.0 0.0 -0.156
C 1.842 -3.602 0.882 0.0 0.0 0.0 0.125
C 1.307 -3.459 -0.373 0.0 0.0 0.0 -0.217
C 1.451 -4.516 -1.420 0.0 0.0 0.0 -0.025
C 0.579 -2.265 -0.625 0.0 0.0 0.0 -0.539
S -0.170 -1.963 -2.166 0.0 0.1 -0.1 0.767
C 2.236 -2.717 3.290 0.0 0.0 0.0 -0.538
C 3.133 -3.946 3.444 0.0 0.0 0.0 -0.038
C 1.045 -2.824 4.256 0.0 0.0 0.0 -0.022
C 3.045 -1.448 3.597 0.0 0.0 0.0 -0.026
C 1.128 1.737 0.401 0.1 -0.2 0.0 -0.491
S 1.973 1.019 -0.983 -0.1 0.1 0.0 0.790
C -0.597 2.934 4.093 0.0 0.0 0.0 -0.534
C -0.322 1.784 5.078 0.0 0.0 0.0 -0.014
C -2.109 3.108 3.881 0.0 0.0 0.0 -0.020
C -0.010 4.229 4.655 0.0 0.0 0.0 -0.040
H 2.941 4.609 0.885 0.0 0.0 0.0 0.106
H 2.609 3.880 -0.696 0.0 0.0 0.0 0.080
H 3.705 3.088 0.421 0.0 0.0 0.0 0.107
H 1.427 4.205 2.650 0.0 0.0 0.0 0.137
H -5.155 -1.091 0.357 0.0 0.0 0.0 0.142
H -5.936 -0.232 -1.728 0.0 0.0 0.0 0.108
H -4.793 -0.810 -2.951 0.0 0.0 0.0 0.118
H -4.902 0.913 -2.602 0.0 0.0 0.0 0.096
H -5.456 -1.116 2.683 0.0 0.0 0.0 0.105
H -4.923 -2.481 3.646 0.0 0.0 0.0 0.111
H -5.204 -2.711 1.931 0.0 0.0 0.0 0.102
H -3.451 0.115 3.708 0.0 0.0 0.0 0.095
H -1.800 -0.467 3.419 0.0 0.0 0.0 0.048
H -2.877 -1.341 4.515 0.0 0.0 0.0 0.114
H -2.792 -3.570 1.511 0.0 0.0 0.0 0.103
H -2.702 -3.544 3.271 0.0 0.0 0.0 0.112
H -1.446 -2.734 2.333 0.0 0.0 0.0 0.063
H 2.409 -4.492 1.118 0.0 0.0 0.0 0.136
H 2.197 -5.250 -1.124 0.0 0.0 0.0 0.104
H 1.723 -4.089 -2.385 0.0 0.0 0.0 0.068
H 0.501 -5.036 -1.561 0.0 0.0 0.0 0.112
H 2.585 -4.881 3.314 0.0 0.0 0.0 0.098
H 3.544 -3.957 4.452 0.0 0.0 0.0 0.107
H 3.979 -3.929 2.753 0.0 0.0 0.0 0.099
H 0.430 -3.700 4.039 0.0 0.0 0.0 0.094
H 0.418 -1.931 4.210 0.0 0.0 0.0 0.071
H 1.417 -2.926 5.275 0.0 0.0 0.0 0.106
H 3.934 -1.380 2.967 0.0 0.0 0.0 0.095
H 3.376 -1.479 4.634 0.0 0.0 0.0 0.104
H 2.442 -0.549 3.461 0.0 0.0 0.0 0.067
H -0.686 0.830 4.698 0.0 0.0 0.0 0.056
H -0.832 1.992 6.018 0.0 0.0 0.0 0.107
H 0.745 1.692 5.292 0.0 0.0 0.0 0.098
H -2.552 2.229 3.412 0.0 0.0 0.0 0.057
H -2.324 3.983 3.264 0.0 0.0 0.0 0.097
H -2.590 3.256 4.846 0.0 0.0 0.0 0.107
H 1.062 4.151 4.848 0.0 0.0 0.0 0.099
H -0.488 4.443 5.610 0.0 0.0 0.0 0.109
H -0.197 5.086 4.005 0.0 0.0 0.0 0.099
C -0.720 4.809 -2.816 0.0 0.0 0.0 0.016
C -1.244 4.964 -4.091 0.0 0.0 0.0 0.031
C -1.041 3.965 -5.034 0.1 0.0 0.0 0.051
C -0.314 2.846 -4.672 0.0 -0.1 0.0 -0.234
N 0.176 2.692 -3.427 -0.1 0.0 0.0 -0.063
C -0.032 3.647 -2.520 0.1 0.0 0.0 -0.103
C 0.064 1.759 -5.617 0.0 0.1 0.1 -0.173
C -0.053 1.831 -6.992 0.0 0.0 0.0 0.064
C 0.539 0.838 -7.763 0.0 0.0 0.0 0.056
C 1.320 -0.138 -7.155 0.0 0.0 0.0 0.063
C 1.413 -0.147 -5.775 0.1 -0.1 0.1 -0.153
N 0.708 0.729 -5.045 0.0 0.0 -0.1 0.015
C 2.362 -0.977 -4.988 -0.2 0.0 0.0 -0.177
C 3.310 -1.800 -5.570 -0.1 0.0 0.0 0.055
C 4.222 -2.454 -4.754 0.0 0.0 0.0 0.034
C 4.146 -2.277 -3.380 0.0 0.0 0.0 0.010
C 3.158 -1.460 -2.868 0.0 0.0 0.0 -0.133
N 2.292 -0.811 -3.656 0.2 0.2 -0.1 -0.049
H -0.844 5.575 -2.063 0.0 0.0 0.0 0.134
H -1.802 5.853 -4.353 0.0 0.0 0.0 0.143
H -1.438 4.068 -6.034 0.0 0.0 0.0 0.135
H 0.379 3.470 -1.535 0.0 0.0 0.0 0.093
H -0.560 2.660 -7.464 0.0 0.0 0.0 0.137
H 0.449 0.863 -8.841 0.0 0.0 0.0 0.148
H 1.861 -0.855 -7.754 0.0 0.0 0.0 0.136
H 3.356 -1.918 -6.642 0.0 0.0 0.0 0.133
H 4.984 -3.088 -5.189 0.0 0.0 0.0 0.144
H 4.844 -2.763 -2.713 0.0 0.0 0.0 0.136
H 3.050 -1.316 -1.801 0.0 0.0 0.0 0.081